No. 1
27
Properties=species:S:1:pos:R:3:mulliken_charge:R:1 method="wB97M-V/def2-TZVPD" orbital_gap_ev="4.16 / 4.55" spin_multiplicity=2 charge=0
C -0.646 -0.160 -3.742 -0.5105
C -1.475 0.857 -3.107 -0.4655
C -0.583 1.793 -2.415 -0.4738
C 0.818 1.388 -2.717 -0.4733
C 0.767 0.191 -3.525 -0.5336
Ce -0.241 -0.141 -1.355 0.4618
P -0.307 -2.662 -1.088 -0.0936
H -1.010 -1.025 -4.297 0.4820
H -2.568 0.899 -3.099 0.4324
H -0.879 2.633 -1.799 0.4553
H 1.632 -0.365 -3.898 0.4155
H 1.710 1.897 -2.354 0.4201
H 0.791 -3.352 -1.519 0.0244
H -1.362 -3.319 -1.652 0.0502
H -0.396 -2.974 0.269 0.0881
C 0.398 1.763 3.065 -0.8091
N 0.327 0.291 2.896 0.1599
C 0.322 -0.585 4.062 -0.8647
C 0.213 -0.229 1.707 -0.1093
O 0.181 0.505 0.631 -0.4761
H 0.459 2.019 4.125 0.2973
H -0.503 2.218 2.643 0.2692
H 1.287 2.145 2.550 0.2640
H -0.609 -1.166 4.068 0.3264
H 1.177 -1.272 3.995 0.3133
H 0.391 -0.016 4.988 0.2405
H 0.104 -1.330 1.567 0.1093

***

No. 2
43
Properties=species:S:1:pos:R:3:mulliken_charge:R:1 method="wB97M-V/def2-TZVPD" orbital_gap_ev=10.31 spin_multiplicity=1 charge=0
C 2.571 -4.023 0.791 -0.9321
C 2.598 -2.686 1.522 0.7524
O 2.136 -2.536 2.578 -0.4901
O 3.249 -1.686 0.859 -0.4423
C 2.521 -0.451 0.833 -0.5928
C 1.253 -0.486 -0.091 -0.3196
Si -0.295 0.246 0.698 0.6678
O -1.122 -0.788 1.705 -0.2835
Si -1.481 -2.308 1.054 0.4979
O 0.267 1.545 1.695 -0.0081
N 0.001 1.250 3.059 0.0920
O 0.980 1.289 3.695 -0.2474
H 1.614 -4.134 0.275 0.1956
H 2.688 -4.810 1.537 0.3468
H 3.375 -4.019 0.049 0.3464
H 3.211 0.298 0.440 0.3659
H 2.260 -0.137 1.848 0.2803
H 1.141 -1.503 -0.490 0.3891
H 1.488 0.147 -0.951 0.1608
H -1.138 0.848 -0.338 -0.2632
H -1.945 -2.216 -0.346 -0.1430
H -2.457 -2.973 1.926 -0.1927
H -0.249 -3.114 1.148 -0.1322
C -1.292 5.247 3.975 0.0330
Cl -0.054 6.363 4.561 -0.1279
Cl -1.963 5.812 2.441 -0.1250
Cl -0.635 3.617 3.806 0.0195
H -2.093 5.217 4.704 0.2939
C 0.410 1.441 -4.161 0.5878
Cl -0.053 1.511 -2.457 -0.1847
Cl 1.466 0.056 -4.461 -0.1454
Cl -1.018 1.372 -5.193 -0.1185
H 0.957 2.346 -4.401 -0.2591
C 0.362 5.927 -4.882 0.0133
Cl -0.094 5.978 -3.180 -0.1023
Cl 1.434 4.555 -5.197 -0.1447
Cl -1.068 5.845 -5.911 -0.1120
H 0.900 6.836 -5.119 0.3352
C -4.066 -6.014 0.327 0.0036
Cl -2.694 -5.472 -0.654 -0.1130
Cl -3.580 -7.326 1.401 -0.1171
Cl -4.756 -4.678 1.247 -0.1085
H -4.829 -6.389 -0.344 0.3237

***

No. 3
27
Properties=species:S:1:pos:R:3:mulliken_charge:R:1 method="wB97M-V/def2-TZVPD" orbital_gap_ev=8.01 spin_multiplicity=1 charge=0 de_lowest_ev=0.0000
C 2.932 -1.020 1.922 -0.4354
C 2.102 -2.270 1.700 -0.6746
C -1.832 0.431 -1.317 -0.5180
C -1.870 2.018 -1.405 -0.6546
C 2.266 -0.042 1.088 -0.3893
C 0.714 -1.730 1.413 -0.4444
C -1.133 -0.229 -0.184 -0.5666
C -0.933 2.635 -2.427 -0.0992
N 1.048 -0.432 0.796 0.6991
N 0.242 0.197 -0.025 -0.8711
O -1.068 1.990 -3.703 -0.5350
Cl -1.301 4.385 -2.633 -0.1995
H 2.856 -0.722 2.978 0.2445
H 3.950 -1.365 1.622 0.2885
H 2.474 -2.802 0.753 0.2673
H 1.953 -2.963 2.554 0.3562
H -2.889 0.090 -1.330 0.3838
H -1.158 0.200 -2.229 0.2485
H -2.960 2.347 -1.735 0.3285
H -1.503 2.219 -0.391 0.3118
H 0.149 2.527 -2.265 0.3432
H 2.502 0.944 0.796 0.4648
H -0.031 -2.338 0.800 0.2743
H 0.224 -1.704 2.394 0.2348
H -1.791 -0.091 0.714 0.2803
H -1.171 -1.337 -0.508 0.3026
H -1.896 2.359 -4.235 0.3594

***

No. 4
25
Properties=species:S:1:pos:R:3:mulliken_charge:R:1 method="wB97M-V/def2-TZVPD" orbital_gap_ev="4.65 / 7.70" spin_multiplicity=3 charge=0 de_lowest_ev=0.1970
C -2.619 -1.676 -0.337 -0.0367
C -0.833 0.089 -0.060 0.7095
C -2.296 -0.543 0.308 -0.6410
C 0.603 -0.763 0.033 -0.7393
C -3.928 -2.404 -0.151 -1.2353
C -0.858 1.357 0.814 -1.4060
C 3.170 2.227 -0.692 -0.8341
C 3.661 1.050 0.117 -0.5678
Si 2.463 -0.498 0.102 0.0164
Cl 3.753 -2.169 -0.004 -0.2135
H -1.955 -2.089 -1.074 0.3360
H -0.896 0.338 -1.088 0.3351
H -2.912 -0.090 1.058 0.3128
H 0.372 -1.775 -0.078 0.4527
H -4.048 -2.660 0.806 0.3553
H -4.251 -3.200 -0.791 0.3407
H -4.768 -1.612 -0.161 0.2713
H -1.384 2.179 0.307 0.2761
H 0.157 1.590 1.066 0.3853
H -1.383 1.144 1.713 0.4487
H 2.129 2.239 -0.580 0.2155
H 3.591 3.228 -0.281 0.2868
H 3.512 2.044 -1.725 0.2609
H 4.152 1.375 1.124 0.3866
H 4.565 0.620 -0.424 0.2839

***

Electronic energy (eV)
-34286.434 -186290.449 -26085.667 -28933.200